The following is a quantum chemistry calculation of C38H55N7O2STa as an isolated structure, from the Open Molecules 2025 dataset.

Cartesian coordinates (Å):
Ta  -0.528  0.753  0.162
N  0.633  2.505  -0.538
C  0.627  3.706  0.348
C  -0.787  4.084  0.758
N  -1.478  2.900  1.302
C  -1.506  2.714  2.745
C  -0.074  2.372  3.071
N  0.346  1.402  2.028
H  1.601  2.238  -0.733
H  0.210  2.745  -1.441
H  1.122  4.549  -0.135
H  1.218  3.442  1.217
H  -1.362  4.451  -0.092
H  -0.731  4.898  1.484
H  -2.409  2.871  0.915
H  -2.170  1.870  2.941
H  -1.860  3.569  3.326
H  0.045  2.002  4.089
H  0.550  3.257  2.984
H  0.392  0.489  2.448
H  1.295  1.598  1.723
C  -0.195  0.004  -4.510
C  -0.209  -0.189  -3.036
N  -0.609  0.728  -2.212
N  -1.195  1.812  -2.860
C  -2.034  2.349  -2.038
O  -2.075  1.884  -0.810
C  -2.933  3.436  -2.448
C  -3.709  4.117  -1.507
C  -4.526  5.161  -1.904
C  -4.588  5.517  -3.245
C  -3.839  4.826  -4.190
C  -3.010  3.791  -3.796
C  -0.049  -1.540  -2.480
C  0.662  -2.547  -3.108
C  0.538  -3.840  -2.624
C  -0.336  -4.074  -1.577
C  -0.995  -2.996  -1.002
N  -0.829  -1.741  -1.402
H  0.005  1.038  -4.770
H  0.524  -0.660  -4.985
H  -1.183  -0.250  -4.909
H  -3.694  3.829  -0.464
H  -5.118  5.696  -1.173
H  -5.229  6.332  -3.557
H  -3.904  5.095  -5.235
H  -2.426  3.248  -4.527
H  1.290  -2.334  -3.961
H  1.079  -4.655  -3.087
H  -0.507  -5.074  -1.204
H  -1.706  -3.151  -0.197
C  -4.590  -1.001  1.302
S  -3.722  0.040  0.153
C  -3.760  -0.996  -1.286
O  -2.220  -0.137  0.688
H  -4.100  -1.971  1.369
H  -5.610  -1.102  0.927
H  -4.606  -0.501  2.268
H  -4.810  -1.100  -1.565
H  -3.318  -1.960  -1.048
H  -3.212  -0.495  -2.081
C  3.493  1.066  -3.461
C  3.485  0.238  -2.204
C  4.592  -0.503  -1.822
C  4.568  -1.238  -0.646
C  5.764  -2.037  -0.208
C  3.422  -1.238  0.150
C  2.273  -0.524  -0.199
C  2.357  0.200  -1.393
N  1.047  -0.466  0.605
C  1.055  -1.515  1.811
C  2.112  -1.147  2.900
C  2.079  -2.157  4.053
C  0.690  -2.141  4.701
C  -0.353  -2.572  3.662
C  -0.022  -3.982  3.181
C  1.345  -3.954  2.507
C  2.407  -3.550  3.522
C  1.308  -2.967  1.327
C  -0.352  -1.612  2.455
H  4.209  0.682  -4.185
H  3.785  2.097  -3.246
H  2.509  1.096  -3.935
H  5.478  -0.511  -2.444
H  6.592  -1.928  -0.904
H  5.519  -3.098  -0.134
H  6.108  -1.712  0.775
H  3.491  -1.806  1.057
H  1.495  0.706  -1.769
H  1.927  -0.170  3.329
H  3.115  -1.096  2.489
H  2.837  -1.857  4.779
H  0.464  -1.147  5.106
H  0.663  -2.837  5.541
H  -1.353  -2.559  4.101
H  -0.789  -4.339  2.486
H  -0.010  -4.668  4.030
H  1.575  -4.944  2.107
H  3.402  -3.555  3.068
H  2.428  -4.271  4.342
H  0.487  -3.267  0.693
H  2.211  -3.072  0.741
H  -0.743  -0.658  2.804
H  -1.056  -1.993  1.714

Output
F_max: 2.3 eV/A
charge: +3
Kohn-Sham gap: 0.232 hartree
relative energy (zero: lowest compared OMol25 entry of this formula, charge and spin): 76.4 kcal/mol